1.
This record from OMol25 describes the molecule C28H31N3O4 in a non-equilibrium geometry. The level of theory is ωB97M-V with the def2-TZVPD basis set.

Positions of all 66 atoms, in Å:
C (-5.9612, -1.1722, 3.1172)
C (-6.5003, -1.3456, 1.7019)
O (-5.6352, -2.1083, 0.8779)
C (-4.3591, -1.6988, 0.6193)
C (-3.4609, -2.7289, 0.3782)
C (-2.1291, -2.4916, 0.0474)
C (-1.2311, -3.5984, -0.1868)
N (0.0017, -3.4021, -0.4382)
N (0.8166, -4.4423, -0.6389)
C (2.1456, -4.3425, -0.9614)
O (2.7654, -5.3536, -1.2297)
C (2.7470, -2.9872, -0.9786)
C (2.3933, -1.9808, -0.0836)
C (3.0127, -0.7487, -0.1520)
C (3.9977, -0.4952, -1.1004)
C (4.6396, 0.8635, -1.1656)
N (4.9377, 1.3662, 0.1640)
C (5.9856, 0.5960, 0.8126)
C (6.1661, 1.1080, 2.2405)
O (6.4951, 2.4777, 2.2580)
C (5.5007, 3.2307, 1.6063)
C (5.3055, 2.7701, 0.1613)
C (4.3659, -1.5089, -1.9750)
C (3.7509, -2.7442, -1.9124)
C (-1.6923, -1.1705, -0.0356)
C (-2.5719, -0.1349, 0.1950)
C (-3.9079, -0.3664, 0.5135)
O (-4.8145, 0.6362, 0.7262)
C (-4.3746, 1.9767, 0.7258)
C (-3.9692, 2.4986, -0.6321)
C (-3.0551, 3.5393, -0.7348)
C (-2.6983, 4.0341, -1.9761)
C (-3.2467, 3.4890, -3.1250)
C (-4.1570, 2.4509, -3.0275)
C (-4.5207, 1.9603, -1.7862)
H (-5.0575, -0.5677, 3.1100)
H (-6.7071, -0.6790, 3.7344)
H (-5.7273, -2.1421, 3.5505)
H (-6.7135, -0.3713, 1.2532)
H (-7.4206, -1.9366, 1.7201)
H (-3.8365, -3.7380, 0.4552)
H (-1.6550, -4.6088, -0.1303)
H (0.4365, -5.3948, -0.6331)
H (1.6420, -2.1644, 0.6674)
H (2.7484, 0.0353, 0.5411)
H (5.5416, 0.8242, -1.8029)
H (3.9340, 1.5619, -1.6300)
H (5.6925, -0.4553, 0.8317)
H (6.9442, 0.6883, 0.2701)
H (6.9871, 0.5890, 2.7376)
H (5.2337, 0.9416, 2.8010)
H (5.8311, 4.2704, 1.6399)
H (4.5456, 3.1312, 2.1443)
H (4.5016, 3.3488, -0.2997)
H (6.2387, 2.9461, -0.4039)
H (5.1399, -1.3311, -2.7081)
H (4.0378, -3.5387, -2.5847)
H (-0.6650, -0.9711, -0.2927)
H (-2.2152, 0.8778, 0.0980)
H (-5.2459, 2.5393, 1.0831)
H (-3.5599, 2.1169, 1.4498)
H (-2.6225, 3.9623, 0.1614)
H (-1.9874, 4.8440, -2.0466)
H (-2.9638, 3.8728, -4.0939)
H (-4.5877, 2.0222, -3.9201)
H (-5.2313, 1.1507, -1.7079)

Results
total charge: 0
energy relative to the best compared isomer or geometry (same formula, charge and spin): 2.983 eV
HOMO-LUMO gap: 8.40 eV
highest occupied orbital energy: -0.2924 Ha
E: -1550.7484 Ha
spin multiplicity: 1

***

2.
This record from OMol25 describes a structure of composition C8H9N5OSbSe4Ti in a non-equilibrium geometry. The level of theory is ωB97M-V with the def2-TZVPD basis set.

Positions of all 29 atoms, in Å:
Ti (0.6509, 0.1668, 0.1300)
C (-1.5959, -0.4409, 2.9961)
C (-2.4071, -0.5707, 1.8678)
C (-1.9447, -1.2531, 0.7609)
C (-0.6551, -1.8081, 0.7596)
C (0.1674, -1.6498, 1.8790)
C (-0.3238, -0.9721, 3.0025)
H (-1.9512, 0.1095, 3.8573)
H (-3.3914, -0.1211, 1.8507)
H (-2.5750, -1.3664, -0.1114)
H (-0.3251, -2.4217, -0.0704)
H (1.1479, -2.1062, 1.9186)
H (0.3397, -0.8405, 3.8472)
Se (3.2763, -0.2350, 3.6312)
Sb (2.8920, 0.9399, 1.5751)
Se (2.6107, -1.0253, -0.6686)
Se (0.3047, 2.2653, 1.4180)
Se (4.5127, 2.5258, 0.8996)
N (0.9424, -0.5651, -3.5605)
N (-0.1275, 0.1667, -3.0625)
N (-0.8619, 0.9522, -3.7963)
C (-1.7769, 1.3620, -2.9090)
N (-1.5876, 0.8422, -1.7030)
N (-0.5103, 0.0777, -1.8217)
H (1.3678, 0.0387, -4.2577)
H (1.5895, -0.6971, -2.7550)
H (-2.5681, 2.0451, -3.1589)
O (1.5175, 2.7260, -1.6095)
C (1.2825, 1.8553, -0.9091)

Results
total charge: -1
energy relative to the best compared isomer or geometry (same formula, charge and spin): 0.896 eV
HOMO-LUMO gap (alpha / beta): 5.98 / 5.85 eV
highest occupied orbital energy (alpha / beta): -0.1345 / -0.1604 Ha
E: -11354.7943 Ha
spin multiplicity: 3

***

3.
This record from OMol25 describes a structure of composition C4H8NO in a non-equilibrium geometry. The level of theory is ωB97M-V with the def2-TZVPD basis set.

Positions of all 14 atoms, in Å:
C (-2.8327, -0.1801, -0.0781)
C (-1.6862, 0.1403, -0.0157)
C (0.8965, -0.7163, -1.0002)
C (0.3441, 0.3216, -0.0853)
N (0.6536, 0.0785, 1.3679)
O (0.6505, 1.6234, -0.2960)
H (-3.8720, -0.3627, -0.0711)
H (0.6258, -0.5008, -2.0325)
H (0.5234, -1.7083, -0.7616)
H (1.9892, -0.7147, -0.9282)
H (-0.0177, 0.6060, 1.9458)
H (0.5961, -0.9204, 1.6033)
H (1.6023, 0.4386, 1.5682)
H (0.5270, 1.8948, -1.2165)

Results
total charge: +1
energy relative to the best compared isomer or geometry (same formula, charge and spin): 3.543 eV
HOMO-LUMO gap: 10.46 eV
highest occupied orbital energy: -0.5260 Ha
E: -286.8123 Ha
spin multiplicity: 1

***

4.
This record from OMol25 describes a structure of composition C16H40BrF2N3NbO3S in a non-equilibrium geometry. The level of theory is ωB97M-V with the def2-TZVPD basis set.

Positions of all 67 atoms, in Å:
C (-1.0457, -1.7945, 2.6640)
N (-2.0620, -2.4869, 1.8941)
C (-3.3006, -1.7405, 1.7151)
Nb (-4.7911, -1.5258, 3.3376)
Br (-6.5435, -1.5976, 5.1247)
C (-5.5944, 0.0042, 1.8261)
C (-6.3699, 1.1006, 2.4257)
O (-6.1466, 1.7785, 3.3788)
F (-7.5174, 1.3819, 1.6988)
S (-5.8691, -3.5550, 1.9549)
O (-5.5076, -3.5644, 0.5516)
O (-7.2748, -3.5920, 2.3029)
F (-5.3549, -5.0231, 2.4085)
H (-0.3651, -2.5076, 3.1378)
H (-1.5373, -1.2244, 3.4542)
H (-0.4387, -1.0916, 2.0698)
H (-1.6921, -2.7117, 0.9770)
H (-3.8513, -2.2002, 0.8906)
H (-3.1176, -0.6865, 1.4223)
H (-3.7796, -2.8903, 3.9481)
H (-3.6085, -0.5018, 4.1812)
H (-6.1713, -0.5019, 1.0471)
H (-4.7341, 0.4612, 1.3284)
C (0.5326, -4.6942, -1.7289)
C (0.4372, -3.2435, -2.1753)
N (1.2998, -2.3583, -1.4086)
C (1.0070, -0.9503, -1.5925)
C (1.2013, -0.3437, -2.9890)
C (2.7074, -2.7234, -1.3832)
C (3.4315, -2.8773, -2.7272)
H (0.3742, -4.7683, -0.6522)
H (-0.2330, -5.2852, -2.2323)
H (1.5008, -5.1377, -1.9663)
H (-0.5875, -2.8923, -2.0248)
H (0.6226, -3.1884, -3.2611)
H (1.6128, -0.3930, -0.8710)
H (-0.0327, -0.7921, -1.2904)
H (2.2541, -0.2472, -3.2557)
H (0.7614, 0.6556, -3.0158)
H (0.7082, -0.9418, -3.7567)
H (2.8015, -3.6638, -0.8359)
H (3.2128, -1.9670, -0.7764)
H (2.8603, -3.5076, -3.4114)
H (4.3995, -3.3567, -2.5691)
H (3.6065, -1.9232, -3.2230)
C (3.8665, 2.2431, 1.0530)
C (3.2186, 2.7503, -0.2256)
N (2.1867, 3.7435, 0.0180)
C (1.3179, 3.9774, -1.1212)
C (1.9376, 4.5776, -2.3886)
C (2.6040, 4.9151, 0.7716)
C (3.7756, 5.7365, 0.2191)
H (3.1020, 1.9128, 1.7575)
H (4.5206, 1.3998, 0.8271)
H (4.4741, 3.0079, 1.5386)
H (2.7238, 1.9188, -0.7374)
H (4.0089, 3.0987, -0.9122)
H (0.5006, 4.6175, -0.7780)
H (0.8697, 3.0124, -1.3769)
H (2.2051, 5.6264, -2.2610)
H (1.2224, 4.5136, -3.2106)
H (2.8353, 4.0335, -2.6879)
H (2.8589, 4.5922, 1.7833)
H (1.7205, 5.5511, 0.8701)
H (4.6211, 5.0945, -0.0358)
H (4.1171, 6.4442, 0.9767)
H (3.5080, 6.3023, -0.6724)

Results
total charge: -1
energy relative to the best compared isomer or geometry (same formula, charge and spin): 0.000 eV
HOMO-LUMO gap: 6.78 eV
highest occupied orbital energy: -0.1873 Ha
E: -4252.4746 Ha
spin multiplicity: 1

***

What is the formula in the first record?
C28H31N3O4